Entry from the OMol25 dataset: a single C10H19N3O4 molecule at a distorted geometry (ωB97M-V/def2-TZVPD).

Bonds (Å) are listed after each position.
Geometry (Å):
1 C -2.616 -0.865 -1.270  C2 1.533, H18 1.073, H19 1.143, H20 1.098
2 C -2.695 -0.271 0.141  C1 1.533, C3 1.526, C4 1.511, H21 1.114
3 C -4.140 0.008 0.544  C2 1.526, H22 1.147, H23 1.101, H24 1.095
4 C -1.960 1.048 0.195  C2 1.511, C5 1.564, H25 1.109, H26 1.114
5 C -0.409 0.847 0.173  C4 1.564, N6 1.463, C15 1.510, H27 1.094
6 N -0.024 0.139 1.394  C5 1.463, C7 1.371, H28 0.982
7 C 1.158 -0.551 1.487  N6 1.371, O8 1.229, C9 1.548
8 O 1.684 -0.726 2.584  C7 1.229
9 C 1.737 -1.359 0.300  C7 1.548, N10 1.466, C11 1.519, H29 1.063
10 N 0.812 -2.336 -0.284  C9 1.466, H30 1.038, H31 0.988
11 C 2.478 -0.558 -0.757  C9 1.519, C12 1.503, H32 1.100, H33 1.076
12 C 3.593 0.300 -0.228  C11 1.503, N13 1.354, O14 1.225
13 N 4.877 -0.066 -0.457  C12 1.354, H34 0.953, H35 0.985
14 O 3.315 1.323 0.385  C12 1.225
15 C 0.243 2.209 0.146  C5 1.510, O16 1.212, O17 1.342
16 O 0.442 2.886 1.131  C15 1.212
17 O 0.673 2.596 -1.065  C15 1.342, H36 0.982
18 H -3.115 -0.285 -2.024  C1 1.073
19 H -1.560 -0.939 -1.703  C1 1.143
20 H -2.978 -1.901 -1.257  C1 1.098
21 H -2.255 -1.035 0.823  C2 1.114
22 H -4.148 0.317 1.649  C3 1.147
23 H -4.755 -0.889 0.378  C3 1.101
24 H -4.603 0.812 -0.038  C3 1.095
25 H -2.156 1.604 1.134  C4 1.109
26 H -2.367 1.635 -0.659  C4 1.114
27 H -0.186 0.219 -0.694  C5 1.094
28 H -0.341 0.630 2.184  N6 0.982
29 H 2.439 -1.973 0.811  C9 1.063
30 H -0.172 -2.015 -0.365  N10 1.038
31 H 0.756 -3.084 0.358  N10 0.988
32 H 1.697 0.047 -1.241  C11 1.100
33 H 2.837 -1.287 -1.461  C11 1.076
34 H 5.168 -0.492 -1.259  N13 0.953
35 H 5.576 0.490 -0.042  N13 0.985
36 H 0.998 3.522 -1.014  O17 0.982

Computed properties:
Structure (SMILES) ... CC(C)C[C@H](NC(=O)[C@@H](N)CC(N)=O)C(=O)O
HOMO ... -9.19 eV
LUMO level ... 0.69 eV
Spin multiplicity ... 1
Net charge ... 0

These are the Mulliken partial charges, in e, on atoms 1 to 8: -1.528 1.073 -1.552 -1.492 0.875 0.011 0.293 -0.692